1.
Formula: C8H17NO3PS
Source: the Open Molecules 2025 dataset
Level of theory: the ωB97M-V functional and the def2-TZVPD basis

CARTESIAN COORDINATES (ANGSTROEM)
C: 1.480 -1.360 1.406
C: 1.761 -0.679 0.302
C: 1.857 0.378 -0.937
C: 0.825 1.624 -0.664
C: -0.702 1.249 -1.084
S: -1.726 0.593 0.340
C: -1.788 -1.262 0.342
C: -2.267 -2.032 -0.793
P: -3.743 1.316 -0.084
N: -4.043 2.409 1.056
O: -3.816 2.109 -1.600
O: -4.840 -0.017 -0.031
H: 1.148 -1.638 2.484
H: 1.486 -0.104 -1.933
H: 2.937 0.790 -1.061
H: 0.858 1.802 0.487
H: 1.199 2.555 -1.223
H: -0.658 0.542 -1.995
H: -1.195 2.239 -1.461
H: -1.471 -1.865 1.272
H: -2.951 -2.948 -0.583
H: -2.007 -1.754 -1.875
H: -4.883 2.084 1.588
H: -4.218 1.501 -2.283
H: -5.690 0.361 0.311
C: 5.675 -1.523 1.490
O: 5.036 -0.321 1.089
H: 6.616 -1.275 1.982
H: 5.033 -2.064 2.189
H: 5.878 -2.142 0.612
H: 4.207 -0.569 0.656

Highest occupied orbital energy (eV): -12.17
LUMO (eV): -5.106
Total charge: +1
ΔE to the lowest compared entry with this formula, charge and spin (kcal/mol): 83.5
Energy (eV): -36314.33724

What are the Mulliken partial charges on each atom? They are as follows, in elementary charge units: -0.191, -0.433, -0.270, -0.690, -0.569, 0.201, -0.064, -0.497, 0.910, -0.670, -0.488, -0.490, 0.336, 0.293, 0.412, 0.351, 0.370, 0.325, 0.465, 0.328, 0.276, 0.251, 0.213, 0.354, 0.333, -0.522, -0.467, 0.217, 0.220, 0.259, 0.239

---

2.
Formula: C8H17NSi
Source: the Open Molecules 2025 dataset
Level of theory: the ωB97M-V functional and the def2-TZVPD basis

CARTESIAN COORDINATES (ANGSTROEM)
C: 1.635 0.561 3.423
C: 1.238 1.197 2.475
C: 1.027 -2.118 0.634
C: -1.642 -1.258 -2.482
C: -1.301 2.489 0.562
C: 1.729 2.081 -0.299
C: -0.528 -2.022 0.520
C: -0.719 -0.566 -1.509
N: -1.027 -0.726 -0.087
Si: 0.340 1.572 0.842
H: 1.960 -0.002 4.177
H: 1.499 -2.609 -0.199
H: 1.430 -1.116 0.541
H: 1.499 -2.672 1.562
H: -1.785 -2.337 -2.339
H: -2.712 -0.753 -2.363
H: -1.274 -0.854 -3.414
H: -2.022 1.723 0.287
H: -1.625 2.862 1.589
H: -1.331 3.327 0.008
H: 1.555 1.697 -1.279
H: 1.654 3.235 -0.353
H: 2.737 1.604 -0.187
H: -0.851 -2.885 0.025
H: -0.914 -1.989 1.491
H: 0.277 -0.943 -1.755
H: -0.847 0.501 -1.869

Highest occupied orbital energy (spin up / spin down) (eV): -7.58 / -6.98
LUMO (spin up / spin down) (eV): -0.151 / -0.164
ΔE to the lowest compared entry with this formula, charge and spin (kcal/mol): 121.8
Energy (eV): -17933.76499

What are the Mulliken partial charges on each atom? They are as follows, in elementary charge units: 0.235, -0.878, -0.786, -1.220, -1.153, -0.992, -0.540, -0.153, -0.402, 0.520, 0.483, 0.332, 0.054, 0.264, 0.341, 0.229, 0.375, 0.340, 0.339, 0.461, 0.336, 0.316, 0.346, 0.318, 0.367, 0.252, 0.218

---

3.
Formula: C8H18AgBr2FN2O2Pt
Source: the Open Molecules 2025 dataset
Level of theory: the ωB97M-V functional and the def2-TZVPD basis

CARTESIAN COORDINATES (ANGSTROEM)
Ag: 0.794 3.278 2.436
Pt: 1.068 -0.782 3.204
F: 0.921 0.896 2.054
Br: 1.879 2.602 -2.041
C: 2.779 2.779 -0.304
C: 3.430 1.509 0.145
Br: 5.007 1.040 -0.853
H: 1.899 3.010 0.327
H: 3.383 3.680 -0.312
H: 2.765 0.660 0.263
H: 3.799 1.737 1.153
C: -0.430 -2.756 0.933
O: -0.155 -1.685 1.563
N: -0.028 -2.971 -0.292
C: -0.311 -4.244 -0.934
C: 1.091 -2.197 -0.847
H: -1.037 -3.544 1.381
H: 0.599 -4.742 -1.281
H: -0.904 -4.121 -1.840
H: -0.749 -4.950 -0.233
H: 0.964 -2.060 -1.916
H: 1.099 -1.228 -0.355
H: 2.007 -2.731 -0.592
C: -2.784 0.452 1.032
O: -3.852 0.010 1.360
N: -2.544 1.280 -0.009
C: -1.224 1.740 -0.299
C: -3.626 1.843 -0.825
H: -1.835 0.104 1.494
H: -1.125 1.890 -1.373
H: -0.443 0.992 -0.118
H: -0.865 2.627 0.251
H: -4.558 1.326 -0.627
H: -3.617 2.920 -0.670
H: -3.397 1.637 -1.873

Highest occupied orbital energy (spin up / spin down) (eV): -14.62 / -14.56
LUMO (spin up / spin down) (eV): -9.632 / -11.634
Total charge: +2
ΔE to the lowest compared entry with this formula, charge and spin (kcal/mol): 60.0
Energy (eV): -165689.22957
Multiplicity: 3

What are the Mulliken partial charges on each atom? They are as follows, in elementary charge units: 0.763, 1.157, -0.450, -0.092, 0.154, -0.069, -0.054, -0.688, 0.537, -0.039, 0.333, 0.166, -0.482, 0.176, -0.900, -0.736, 0.367, 0.356, 0.329, 0.353, 0.368, 0.037, 0.375, 0.270, -0.554, 0.063, -0.292, -0.936, 0.154, 0.366, -0.048, -0.007, 0.350, 0.331, 0.339

---

4.
Formula: C8H18AgO4
Source: the Open Molecules 2025 dataset
Level of theory: the ωB97M-V functional and the def2-TZVPD basis

CARTESIAN COORDINATES (ANGSTROEM)
C: 1.664 -0.679 1.472
O: 2.562 0.398 1.031
C: 2.627 0.607 -0.339
C: 1.592 1.573 -0.889
O: 0.283 1.013 -0.825
C: -0.764 1.942 -1.074
C: -2.077 1.266 -0.771
O: -2.029 0.745 0.543
C: -3.204 0.067 0.939
H: 1.945 -1.600 0.902
H: 1.980 -0.865 2.516
H: 2.555 -0.353 -0.894
H: 3.613 1.039 -0.571
H: 1.828 1.810 -1.939
H: 1.629 2.512 -0.313
H: -0.745 2.274 -2.123
H: -0.633 2.826 -0.429
H: -2.257 0.439 -1.479
H: -2.895 1.998 -0.861
H: -3.046 -0.306 1.958
H: -4.059 0.761 0.938
H: -3.413 -0.780 0.267
Ag: -0.190 0.078 1.202
C: -0.309 -3.347 -0.573
O: -0.442 -2.060 -1.228
C: 0.235 -1.734 -2.223
H: -1.332 -3.678 -0.380
H: 0.246 -4.037 -1.216
H: 0.214 -3.151 0.369
H: -0.138 -0.873 -2.784
H: 1.013 -2.403 -2.613

Highest occupied orbital energy (spin up / spin down) (eV): -11.03 / -9.49
LUMO (spin up / spin down) (eV): -3.855 / -6.047
Total charge: +1
ΔE to the lowest compared entry with this formula, charge and spin (kcal/mol): 7.3
Energy (eV): -20764.44951

What are the Mulliken partial charges on each atom? They are as follows, in elementary charge units: -0.501, -0.408, -0.641, -0.433, 0.218, -0.556, -0.441, -0.367, -0.730, 0.197, 0.367, 0.227, 0.402, 0.297, 0.381, 0.334, 0.364, 0.276, 0.411, 0.244, 0.296, 0.320, 0.303, -0.623, -0.120, -0.307, 0.231, 0.385, 0.258, 0.253, 0.360

---

5.
Formula: C8H18AlF3O4
Source: the Open Molecules 2025 dataset
Level of theory: the ωB97M-V functional and the def2-TZVPD basis

CARTESIAN COORDINATES (ANGSTROEM)
Al: 0.364 -0.129 -2.133
C: 1.806 1.753 -0.090
O: 2.057 0.970 1.097
O: 0.878 1.000 -0.828
C: 1.384 3.220 0.348
F: 2.435 3.907 0.934
F: 1.043 3.933 -0.705
F: 0.406 3.260 1.178
C: 3.440 0.972 1.661
C: 3.274 0.500 3.110
H: 2.766 1.218 3.755
H: 2.695 -0.423 3.102
H: 4.289 0.295 3.450
H: 3.918 1.951 1.680
H: 4.073 0.301 1.080
H: 2.708 1.769 -0.701
C: -3.552 -1.683 -2.207
C: -2.578 -0.550 -2.297
O: -1.323 -1.211 -2.362
H: -4.552 -1.315 -2.434
H: -3.597 -2.205 -1.251
H: -3.347 -2.404 -2.998
H: -2.638 0.051 -1.390
H: -2.739 0.071 -3.178
H: -1.440 -1.854 -3.065
C: -2.120 -1.608 0.889
C: -0.886 -1.789 0.086
O: -0.356 -0.563 -0.260
H: -2.826 -1.077 0.250
H: -1.892 -0.981 1.751
H: -2.519 -2.593 1.129
H: -0.997 -2.393 -0.814
H: -0.125 -2.288 0.687
H: -0.050 -0.104 0.526

Highest occupied orbital energy (eV): -16.93
LUMO (eV): -12.271
Total charge: +2
ΔE to the lowest compared entry with this formula, charge and spin (kcal/mol): 0.0
Energy (eV): -31507.24487

What are the Mulliken partial charges on each atom? They are as follows, in elementary charge units: 0.966, 0.048, -0.372, -0.424, 0.751, -0.241, -0.250, -0.230, -0.209, -1.211, 0.320, 0.296, 0.412, 0.356, 0.326, 0.450, -1.144, -0.258, -0.329, 0.392, 0.269, 0.403, 0.313, 0.433, 0.445, -1.229, -0.313, -0.234, 0.270, 0.421, 0.378, 0.396, 0.476, 0.326

---

6.
Formula: C8H18AsHoN2OS5
Source: the Open Molecules 2025 dataset
Level of theory: the ωB97M-V functional and the def2-TZVPD basis

CARTESIAN COORDINATES (ANGSTROEM)
Ho: 0.527 1.122 -0.490
S: 0.390 5.442 5.020
C: 0.101 4.427 3.802
S: -0.266 4.937 2.178
C: -0.361 3.352 1.458
C: -0.138 2.310 2.280
S: -0.211 0.577 1.902
S: 0.225 2.694 3.942
S: -0.766 3.339 -0.266
C: 5.270 -0.468 -0.469
As: 3.400 -0.707 -0.496
C: 2.824 -1.748 0.977
C: 2.905 -1.594 -2.101
O: 2.602 0.805 -0.484
H: 5.748 -1.440 -0.553
H: 5.546 0.011 0.464
H: 5.543 0.164 -1.307
H: 3.357 -2.699 0.960
H: 1.758 -1.917 0.912
H: 3.045 -1.207 1.892
H: 3.471 -2.521 -2.194
H: 3.132 -0.946 -2.942
H: 1.846 -1.835 -2.083
N: -5.182 -1.963 -1.194
C: -4.363 -0.738 -0.827
C: -2.872 -0.957 -1.069
N: -2.125 0.259 -0.734
H: -6.179 -1.792 -1.056
H: -4.936 -2.771 -0.623
H: -5.056 -2.228 -2.171
H: -4.568 -0.529 0.219
H: -4.745 0.084 -1.426
H: -2.693 -1.227 -2.109
H: -2.511 -1.771 -0.441
H: -2.207 0.480 0.254
H: -2.513 1.057 -1.227

Highest occupied orbital energy (spin up / spin down) (eV): -11.74 / -11.74
LUMO (spin up / spin down) (eV): -6.524 / -6.450
Total charge: +2
ΔE to the lowest compared entry with this formula, charge and spin (kcal/mol): 20.8
Energy (eV): -154415.10538
Multiplicity: 5

What are the Mulliken partial charges on each atom? They are as follows, in elementary charge units: 0.887, -0.159, 0.112, -0.062, 0.192, 0.313, -0.454, -0.070, -0.374, -1.009, 0.815, -0.969, -1.066, -0.648, 0.401, 0.374, 0.366, 0.405, 0.303, 0.369, 0.382, 0.374, 0.373, -0.294, -0.646, -0.898, -0.337, 0.371, 0.355, 0.350, 0.389, 0.406, 0.458, 0.440, 0.246, 0.304

---

7.
Formula: C8H18BClN2O4Pb
Source: the Open Molecules 2025 dataset
Level of theory: the ωB97M-V functional and the def2-TZVPD basis

CARTESIAN COORDINATES (ANGSTROEM)
Pb: 0.722 4.277 0.443
Cl: -0.108 0.533 -0.053
O: 1.120 0.240 -0.737
O: -1.116 0.973 -0.972
O: -0.568 -0.564 0.738
O: 0.227 1.676 0.823
B: 0.375 4.037 -1.916
H: 0.441 3.852 -3.069
H: 0.653 3.038 -1.284
H: 1.179 4.892 -1.589
H: -0.746 4.265 -1.539
C: 5.312 0.099 2.403
C: 4.041 -0.477 1.757
C: 2.765 -0.013 2.489
C: 2.629 -0.437 3.890
N: 2.520 -0.781 4.981
H: 5.259 0.155 3.494
H: 5.467 1.114 2.036
H: 6.186 -0.524 2.216
H: 4.119 -1.554 1.649
H: 3.897 0.105 0.845
H: 1.843 -0.164 1.937
H: 2.915 1.068 2.609
C: -5.354 -2.729 -1.293
C: -4.033 -2.858 -2.034
C: -2.988 -1.756 -1.857
C: -3.392 -0.408 -2.275
N: -3.689 0.652 -2.601
H: -5.112 -2.653 -0.229
H: -5.879 -3.686 -1.309
H: -5.994 -1.947 -1.692
H: -4.128 -3.029 -3.110
H: -3.572 -3.774 -1.653
H: -2.060 -2.073 -2.321
H: -2.933 -1.548 -0.780

Highest occupied orbital energy (eV): -10.28
LUMO (eV): -2.889
ΔE to the lowest compared entry with this formula, charge and spin (kcal/mol): 0.0
Energy (eV): -38193.58243

What are the Mulliken partial charges on each atom? They are as follows, in elementary charge units: 0.963, 1.659, -0.646, -0.627, -0.623, -0.629, 0.165, -0.062, -0.044, -0.083, -0.094, -1.119, -0.350, 0.203, 0.189, -0.471, 0.299, 0.303, 0.336, 0.391, 0.210, -0.120, 0.121, -1.129, -0.578, -0.084, 0.240, -0.545, 0.298, 0.351, 0.338, 0.354, 0.302, 0.376, 0.105